# 1
The following is a quantum chemistry calculation of a cluster of 3 separate species, C8H18O2 in total in a non-equilibrium geometry, from the Open Molecules 2025 dataset.

## Properties
Gap between HOMO and LUMO (spin up / spin down) in eV: 2.301 / 9.154
2S+1: 2
HOMO energy (spin up / spin down) in Eh: 0.0357 / -0.2209
Net charge: -1
Lowest unoccupied orbital energy (spin up / spin down) in eV: 3.3 / 3.1
M in g/mol: 146.23
Relative energy (zero: lowest compared OMol25 entry of this formula, charge and spin) in eV: 2.334
E in a.u.: -465.91866

Atoms and positions in Å:
C -0.53940 2.99556 1.46226
C -1.87377 2.27309 1.83965
C -2.40411 1.43489 0.56577
C -1.69060 0.25157 0.10745
C -1.39472 -0.10686 -1.11589
C -0.67959 -1.25885 -1.47365
C 0.58387 -1.52466 -1.20772
C 1.37511 -2.83634 -1.60132
H -0.24952 3.65003 2.36510
H 0.35278 2.27520 1.30345
H -0.76993 3.71404 0.67675
H -1.61239 1.78068 2.74152
H -2.66176 2.94651 2.16568
H -3.45885 1.04092 0.57669
H -2.33700 2.30415 -0.09157
H -1.34220 -0.26890 1.01864
H -1.77620 0.36412 -1.99318
H -1.42346 -1.96227 -1.91143
H 1.31878 -0.79166 -0.70724
H 0.74711 -3.69077 -1.09791
H 2.42548 -2.64933 -1.45255
H 1.10916 -3.05977 -2.62642
H 3.05248 0.64476 -2.95252
H 2.00194 0.69768 -1.85280
O 2.97020 0.95708 -2.09439
H 1.62585 -1.72226 3.43865
H 1.48965 -3.01974 2.77085
O 2.18571 -2.16006 2.86551

# 2
The following is a quantum chemistry calculation of a structure of composition C94H74N2O4P2S7Y in a non-equilibrium geometry, from the Open Molecules 2025 dataset.

## Properties
Gap between HOMO and LUMO in eV: 5.645
2S+1: 1
HOMO energy in Eh: -0.1370
Net charge: -1
Lowest unoccupied orbital energy in eV: 1.9
M in g/mol: 1670.96
E in a.u.: -7545.49831

Atoms and positions in Å:
Y 1.49154 0.19783 0.84452
O -0.53895 -2.02331 2.11785
S -1.05433 -1.97735 0.72854
C -0.69115 -3.56637 -0.03784
C -0.43014 -4.68862 0.70374
C -0.53587 -5.98474 0.16337
C -1.00412 -6.11825 -1.11558
C -1.39067 -7.31837 -1.93764
C -1.91696 -6.74039 -3.27664
C -1.75730 -5.25142 -3.14839
C -2.05431 -4.21005 -3.98293
C -1.71941 -2.90699 -3.57840
C -1.17933 -2.60544 -2.34256
P -0.41701 -0.93331 -2.02539
C -1.86526 -0.03801 -2.74574
C -2.01875 0.42098 -4.04814
C -3.21849 0.98031 -4.45109
C -4.27409 1.09312 -3.56445
C -4.12043 0.66533 -2.25600
C -2.92398 0.10673 -1.85298
C 0.72412 -1.05297 -3.46379
C 1.24828 -2.26975 -3.89482
C 2.16046 -2.31486 -4.93216
C 2.61106 -1.14999 -5.52677
C 2.14388 0.06730 -5.06644
C 1.19906 0.11048 -4.05845
C -1.01131 -3.65724 -1.41258
C -1.23108 -4.96133 -1.88135
C -2.79618 -2.43264 1.07729
C -3.40589 -3.59765 0.67826
C -4.66711 -4.00523 1.15100
C -5.30288 -3.21507 2.06355
C -6.60193 -3.37993 2.80147
C -6.77380 -2.06910 3.60337
C -5.51539 -1.28987 3.34077
C -5.07892 -0.07505 3.78857
C -3.84411 0.40157 3.32393
C -3.02896 -0.27111 2.42904
P -1.50207 0.64290 1.85601
C -1.09738 1.31945 3.51316
C -0.47567 0.43773 4.39133
C -0.15822 0.84032 5.67547
C -0.45450 2.12654 6.09469
C -1.09641 2.99819 5.23161
C -1.41568 2.60145 3.94431
C -2.34465 2.06285 1.05113
C -1.49385 3.05602 0.57141
C -2.00344 4.15545 -0.09279
C -3.36710 4.26107 -0.31968
C -4.21107 3.25314 0.10820
C -3.70810 2.16208 0.79495
C -3.45789 -1.54382 1.96381
C -4.70441 -1.99919 2.44139
H -0.17442 -4.55346 1.74301
H -0.31787 -6.83657 0.79047
H -0.52432 -7.96101 -2.09937
H -2.15480 -7.91175 -1.42966
H -1.35622 -7.12545 -4.12980
H -2.96726 -6.99329 -3.43482
H -2.49309 -4.36809 -4.95719
H -1.87578 -2.10442 -4.28542
H -1.20425 0.33125 -4.75192
H -3.32873 1.32732 -5.46726
H -5.20667 1.52689 -3.89327
H -4.93587 0.76407 -1.55321
H -2.80014 -0.23879 -0.83107
H 0.94072 -3.19002 -3.42222
H 2.54016 -3.27129 -5.26174
H 3.33675 -1.18989 -6.32689
H 2.52379 0.98337 -5.49394
H 0.82434 1.05652 -3.71179
H -2.91327 -4.25743 -0.01503
H -5.08827 -4.93720 0.80010
H -7.42689 -3.55076 2.10898
H -6.55087 -4.24453 3.46629
H -7.64678 -1.50814 3.26392
H -6.89995 -2.26331 4.66964
H -5.66701 0.52885 4.46488
H -3.52203 1.36866 3.68285
H -0.23835 -0.55902 4.04582
H 0.33588 0.15330 6.34526
H -0.18481 2.45563 7.08829
H -1.33952 4.00207 5.55401
H -1.89725 3.29629 3.26919
H -0.43088 2.94321 0.74584
H -1.33905 4.92947 -0.45227
H -3.76988 5.11684 -0.84319
H -5.27007 3.30990 -0.10140
H -4.39117 1.39499 1.12917
S 1.81683 -2.22235 -0.29993
C 3.45557 -2.09045 -0.94295
C 3.79062 -2.96347 -1.97297
C 5.02571 -2.93003 -2.58750
C 5.96198 -1.99822 -2.16734
C 5.65841 -1.14661 -1.12659
C 4.42204 -1.17787 -0.47806
S 4.22676 -0.13000 0.90607
H 3.04550 -3.68352 -2.27352
H 5.25148 -3.61367 -3.39573
H 6.93109 -1.94501 -2.64532
H 6.38190 -0.42105 -0.78358
N 2.04724 -1.24376 2.73851
S 1.72346 -2.77961 2.78701
C 3.25736 -3.74619 2.84901
C 4.44595 -3.25641 2.34644
C 5.55657 -4.08415 2.30022
C 5.47510 -5.38535 2.76426
C 4.28406 -5.86226 3.28886
C 3.16825 -5.04750 3.31648
C 1.36053 -3.02861 4.56605
C 2.34732 -2.81038 5.51527
C 2.03229 -2.84810 6.86078
C 0.73017 -3.10441 7.26036
C -0.25699 -3.30946 6.30988
C 0.05462 -3.27058 4.95977
H 2.83945 -1.01062 3.33446
H 4.49993 -2.23818 1.98550
H 6.48506 -3.70777 1.89806
H 6.33993 -6.03238 2.71557
H 4.23188 -6.87018 3.67451
H 2.22907 -5.40865 3.70832
H 3.35846 -2.60280 5.19690
H 2.80163 -2.66933 7.59799
H 0.48625 -3.13009 8.31321
H -1.27612 -3.48946 6.62282
H -0.71160 -3.39625 4.20803
C -1.96080 3.70219 -8.05541
C -2.15451 3.88864 -6.57725
C -3.32970 4.45601 -6.10210
C -3.53949 4.59186 -4.74011
C -2.55957 4.19776 -3.85319
C -1.34514 3.68392 -4.30906
N -0.40172 3.31168 -3.35152
C 0.93222 3.61845 -3.34711
C 1.44877 4.65747 -4.13524
C 2.80298 4.91523 -4.16763
C 3.68471 4.13118 -3.43739
C 3.18576 3.14478 -2.61141
C 1.81954 2.90258 -2.51696
C 1.38175 1.88255 -1.51877
O 2.28817 1.34753 -0.83121
O 0.17076 1.56635 -1.35887
C -1.14966 3.50036 -5.68753
C 0.08305 2.83992 -6.22594
H -2.84357 4.02447 -8.60197
H -1.76611 2.66080 -8.31274
H -1.10672 4.28473 -8.39957
H -4.08845 4.76758 -6.80984
H -4.46964 5.00971 -4.37871
H -2.71021 4.28100 -2.78828
H -0.69679 2.72376 -2.56984
H 0.76402 5.26812 -4.70787
H 3.17623 5.73074 -4.77495
H 4.74784 4.30849 -3.49685
H 3.83981 2.53340 -2.00844
H 0.70330 2.45299 -5.42842
H 0.68406 3.53722 -6.81011
H -0.19046 2.00739 -6.87391
O 1.16859 2.10346 1.94567
C 2.04806 3.05295 2.41391
C 1.31520 4.14843 3.19325
C 0.26115 4.92543 2.82243
C -0.09961 5.89394 3.78519
C 0.67563 5.83026 4.89626
S 1.86221 4.59047 4.77585
C 2.80245 3.76470 1.29098
C 2.42884 4.88508 0.60696
C 3.39347 5.33400 -0.31879
C 4.49658 4.54096 -0.33233
S 4.35055 3.21628 0.75439
C 3.04270 2.45780 3.39703
C 2.79548 1.40189 4.21567
C 3.82871 1.15587 5.14759
C 4.83902 2.05543 5.05181
S 4.55736 3.20053 3.79801
H -0.25659 4.82367 1.88913
H -0.89657 6.60682 3.64653
H 0.64187 6.44262 5.77500
H 1.49767 5.39611 0.77029
H 3.26103 6.21197 -0.93176
H 5.37771 4.64056 -0.93814
H 1.88191 0.83969 4.14978
H 3.79974 0.34691 5.85910
H 5.74267 2.12243 5.62714

# 3
The following is a quantum chemistry calculation of a structure of composition C18H19CuNO10 in a non-equilibrium geometry, from the Open Molecules 2025 dataset.

## Properties
Gap between HOMO and LUMO (spin up / spin down) in eV: 1.884 / 3.790
2S+1: 3
HOMO energy (spin up / spin down) in Eh: 0.1590 / 0.0898
Net charge: -3
Lowest unoccupied orbital energy (spin up / spin down) in eV: 6.2 / 6.2
M in g/mol: 472.89
E in a.u.: -3144.62512

Atoms and positions in Å:
Cu -0.18008 -0.27199 -0.31716
C 2.69279 2.89135 0.36695
C 1.84310 1.80532 -0.21576
C 2.65027 0.52077 -0.73390
O 1.94198 -0.42702 -1.18325
C 4.07063 0.57589 -0.80012
C 4.76852 1.63526 -0.20056
C 4.01863 2.80269 0.45653
O 4.61738 3.77746 1.13684
O 6.09444 1.54520 -0.25839
O 0.60073 1.79332 -0.25044
H 2.17142 3.77544 0.70305
H 4.66440 -0.20877 -1.24525
C -1.72641 1.65485 3.60560
C -3.03296 2.23289 3.86015
C -4.24320 2.00857 2.84053
O -5.39221 2.31456 3.18275
C -3.80869 1.60103 1.43809
C -2.54378 1.12538 1.26128
C -1.55399 1.05458 2.36257
O -0.41780 0.41534 2.11672
O -2.25093 0.76761 0.02035
O -3.29306 2.95826 4.80995
H -0.95590 1.69744 4.36118
H -4.50237 1.67529 0.61366
C -1.17103 1.30607 -3.24641
O -0.63719 0.19620 -2.56401
C -0.59049 -1.00282 -3.43628
C -0.34344 -2.22459 -2.41274
N -1.17153 -2.02678 -1.24423
C -1.13383 -3.07780 -0.22583
C 0.17563 -3.29204 0.53951
O 0.76461 -1.99655 0.76209
C 1.69517 -1.98070 1.75749
H -0.40334 2.07386 -3.15017
H -2.05717 1.69056 -2.74141
H -1.52023 1.02576 -4.24019
H 0.08099 -0.94891 -4.29319
H -1.60324 -1.09479 -3.82868
H 0.70848 -2.36003 -2.16129
H -0.53255 -3.16643 -2.92779
H -2.08840 -1.90479 -1.64990
H -1.20293 -4.03284 -0.74662
H -1.94823 -2.87939 0.47094
H 0.82662 -3.81237 -0.16302
H 0.02409 -3.92273 1.41551
H 1.18597 -2.32092 2.65919
H 2.36061 -1.12120 1.83845
H 2.34842 -2.84749 1.65724

# 4
The following is a quantum chemistry calculation of the molecule C2HIN2O2 in a non-equilibrium geometry, from the Open Molecules 2025 dataset.

## Properties
Gap between HOMO and LUMO in eV: 9.738
2S+1: 1
HOMO energy in Eh: -0.4001
Net charge: 0
Lowest unoccupied orbital energy in eV: -1.1
M in g/mol: 211.95
SMILES: N#C[C@@H](I)[N+](=O)[O-]
Relative energy (zero: lowest compared OMol25 entry of this formula, charge and spin) in eV: 2.009
E in a.u.: -634.34918

Atoms and positions in Å:
C 0.10007 -1.14630 0.84649
C -0.11543 -0.30192 -0.38073
N 0.12356 -1.76064 1.81223
N 0.32716 1.04440 -0.08273
O -0.26356 1.81016 0.67144
O 1.41212 1.34891 -0.47898
I -2.10185 -0.42643 -1.03431
H 0.51793 -0.56819 -1.35340